[1]
Density functional theory data (wB97M-V/def2-TZVPD) for a single C9H14OS molecule.

Summary:
HOMO-LUMO gap   8.782 eV
LUMO level   0.027 Eh
E_HOMO   -8.0 eV
SMILES   COc1sccc1C(C)(C)C

XYZ file:
```
25
Properties=species:S:1:pos:R:3:lowdin_charge:R:1
O 0.74954 0.35323 -1.95808 -0.1464
S 2.86082 -0.83881 -0.48171 1.0168
C 2.48181 -1.18004 1.13638 -0.4560
C 1.23304 -0.19919 -0.78597 -0.4777
C 1.18369 -0.83096 1.48959 -0.1194
C 0.43364 -0.27618 0.33511 -0.2090
C 1.66431 0.26912 -3.06957 -0.0891
C -1.00138 1.13101 1.79305 -0.0617
C -1.63984 0.97951 -0.57360 -0.0637
C -1.84555 -1.10181 0.84232 -0.0366
C -0.99365 0.17855 0.55856 -0.5284
H 3.21080 -1.59706 1.84558 0.0704
H 0.73495 -1.08441 2.44756 0.1044
H 2.12663 -0.73646 -3.15563 0.0837
H 1.14373 0.48132 -3.99255 0.0853
H 2.45631 1.00419 -2.96744 0.0852
H -1.99806 1.59722 1.88246 0.0805
H -0.23936 1.95602 1.75273 0.1032
H -0.85504 0.62671 2.76890 0.0762
H -1.62814 0.46750 -1.52038 0.0725
H -2.70465 1.12788 -0.37035 0.0844
H -1.17064 1.95214 -0.69368 0.0889
H -1.49534 -1.65928 1.70491 0.0710
H -1.83368 -1.77116 -0.03052 0.0938
H -2.87396 -0.84903 1.04233 0.0718
```


[2]
Density functional theory data (wB97M-V/def2-TZVPD) for 2 unconnected molecules or ions with the total composition C9H14S.

Summary:
HOMO-LUMO gap   9.217 eV
LUMO level   0.033 Eh
E_HOMO   -8.3 eV
SMILES   Cc1ccccc1.CSC

XYZ file:
```
24
Properties=species:S:1:pos:R:3:lowdin_charge:R:1
C 1.63737 -1.31721 0.36099 -0.4107
C 3.50753 0.59403 -0.22666 -0.4270
S 3.33183 -1.21288 -0.31365 0.7066
H 1.70328 -1.19449 1.43332 0.0299
H 1.09738 -0.49475 -0.09702 -0.0034
H 1.18112 -2.23833 0.02401 0.0318
H 4.51829 0.84882 -0.53221 0.0260
H 3.36348 0.89764 0.80434 0.0286
H 2.76469 1.03594 -0.87952 0.0208
C -1.21391 1.35937 1.82463 -0.0494
C -1.10042 0.30777 -1.81386 -0.0867
C -0.89103 0.97106 -0.62028 -0.0952
C -1.88061 -0.84711 -1.81472 -0.0919
C -1.43354 0.55244 0.58507 -0.2980
C -2.36371 -1.31882 -0.61167 -0.0922
C -2.22600 -0.58980 0.56792 -0.0463
H -0.63380 0.66761 -2.72032 0.1037
H -0.20594 1.81187 -0.63665 0.1115
H -2.09888 -1.36317 -2.73863 0.0999
H -2.86609 -2.27400 -0.55089 0.1002
H -1.00650 2.39731 1.58409 0.0759
H -0.36049 0.98140 2.38772 0.0770
H -2.79583 -0.88975 1.43579 0.1096
H -2.02822 1.31507 2.54819 0.0793
```


[3]
Density functional theory data (wB97M-V/def2-TZVPD) for a single C9H14Si molecule.

Summary:
HOMO-LUMO gap   8.931 eV
LUMO level   0.021 Eh
E_HOMO   -8.4 eV

XYZ file:
```
24
Properties=species:S:1:pos:R:3:lowdin_charge:R:1
C -2.31912 1.53214 -0.38664 -0.0657
C -0.82665 1.57049 -0.48216 -0.0778
C -2.88439 0.42837 0.14005 -0.0963
C -0.20760 0.64890 0.25490 -0.0450
C -2.18640 -0.74642 0.68510 -0.1757
C 0.05444 -1.53100 -0.40812 -0.1588
C 1.64883 -1.35205 -0.42076 -0.2521
C -0.66624 -0.70408 0.70239 -0.3109
C 1.80449 0.14210 -0.57708 -0.3112
Si 2.92728 1.21087 0.45803 0.6081
H -2.88685 2.30282 -0.70337 0.0564
H -0.34710 2.19363 -1.24476 0.1100
H -3.95911 0.38487 0.25884 0.1014
H -2.51366 -0.83151 1.75972 0.1326
H -2.36168 -1.75596 0.25956 0.1187
H -0.19611 -1.19169 -1.44577 0.1289
H -0.24013 -2.65772 -0.25592 0.1372
H 2.02409 -1.73843 0.46200 0.0646
H 2.02627 -1.95688 -1.22639 0.0975
H -0.36046 -0.94240 1.77073 0.1590
H 1.81140 0.24493 -1.61205 0.0380
H 3.65942 2.16293 -0.46635 -0.0856
H 4.08602 0.66614 1.27975 -0.0831
H 1.91324 1.91996 1.19829 -0.0903
```


[4]
Density functional theory data (wB97M-V/def2-TZVPD) for a molecular structure, C9H15BCl24GaO3.

Summary:
HOMO-LUMO gap   6.653 eV
Total charge   -1
LUMO level   0.060 Eh
E_HOMO   -5.0 eV

XYZ file:
```
53
Properties=species:S:1:pos:R:3:lowdin_charge:R:1
C 2.67318 2.72986 3.87007 -0.2581
Ga 0.96464 3.87917 3.77292 0.3185
O -0.51377 2.65379 3.89503 -0.0946
B -1.38881 2.80421 4.86778 -1.1828
O -2.60224 2.24614 4.64051 0.1536
O -1.19539 3.46036 6.03291 0.1682
H 2.45722 1.72308 3.70524 -0.0736
H 3.37154 3.03206 3.15827 -0.0536
H 3.08229 2.85467 4.82694 -0.0490
H 0.81683 4.59119 2.32149 -0.0944
H 0.98478 5.00248 4.91231 -0.0652
H -2.54613 2.07134 3.73568 -0.0388
H -0.37391 3.25030 6.38037 0.0440
C -2.83525 2.54165 0.59709 -1.4921
Cl -2.35986 1.17944 1.60670 0.5849
Cl -1.65212 3.83627 0.72208 0.5500
Cl -3.01941 2.00739 -1.07846 0.4815
H -3.78412 2.91280 0.94430 0.0170
C -4.81014 2.86643 -4.48734 -1.5403
Cl -3.73912 1.50245 -4.16016 0.4730
Cl -5.87629 3.19003 -3.12019 0.5211
Cl -3.87717 4.30337 -4.90664 0.5268
H -5.42502 2.61008 -5.33184 0.0041
C -2.01374 -3.16729 0.46106 -1.5340
Cl -0.39316 -3.85767 0.34431 0.4999
Cl -2.30892 -2.58894 2.09215 0.5221
Cl -2.23086 -1.87314 -0.71746 0.4993
H -2.72517 -3.94318 0.24024 0.0053
C -0.06793 -0.92427 5.53176 -1.5324
Cl 1.36371 -0.19898 6.25756 0.5509
Cl 0.28736 -1.57959 3.94026 0.5132
Cl -0.73521 -2.18069 6.58770 0.5053
H -0.81202 -0.15690 5.40920 0.0020
C -0.20825 -0.35532 -5.14215 -1.5268
Cl -0.93281 0.03949 -6.70059 0.5304
Cl -1.43942 -0.79381 -3.96501 0.5068
Cl 0.96894 -1.65989 -5.30586 0.5126
H 0.30835 0.51632 -4.77910 0.0161
C 2.07478 -5.37923 -5.70932 -1.5902
Cl 0.88386 -5.14705 -6.99139 0.5186
Cl 1.31485 -6.03855 -4.26095 0.5244
Cl 3.38234 -6.42939 -6.25873 0.5176
H 2.50158 -4.41293 -5.44555 -0.0881
C 1.99933 0.52999 0.17097 -1.5094
Cl 1.41231 -1.14154 0.04900 0.4746
Cl 0.92741 1.56557 1.10677 0.5723
Cl 3.63802 0.55140 0.82806 0.5299
H 2.04567 0.91985 -0.83081 0.0023
C 4.42568 -3.99926 -2.72046 -1.5274
Cl 5.74018 -4.62491 -3.71690 0.5251
Cl 5.05214 -3.06939 -1.36496 0.5484
Cl 3.31915 -3.01389 -3.68529 0.5245
H 3.87009 -4.83539 -2.32958 0.0066
```


[5]
Density functional theory data (wB97M-V/def2-TZVPD) for a molecular structure, C9H15BeN4OSTe.

Summary:
HOMO-LUMO gap   6.990 eV
Total charge   +1
LUMO level   -0.150 Eh
E_HOMO   -11.1 eV

XYZ file:
```
32
Properties=species:S:1:pos:R:3:lowdin_charge:R:1
Be -0.70388 0.36933 -0.30796 -0.1074
N -2.49548 -0.99957 -4.03986 0.1077
C -2.03078 -0.58867 -2.86036 -0.8545
S -1.73128 1.07413 -2.64386 0.6083
N -1.83958 -1.52977 -1.94346 0.0122
N -1.32018 -1.16117 -0.79746 -0.0868
C -1.07898 -2.05777 0.12234 -0.0174
C -0.44398 -1.56727 1.29284 -0.2157
C -0.05118 -2.34417 2.39074 0.0212
C 0.58932 -1.73857 3.44944 -0.0174
C 0.84002 -0.36617 3.39524 -0.0250
C 0.42402 0.33523 2.28424 -0.0953
N -0.20578 -0.23557 1.25744 0.0366
H -2.64808 -0.33517 -4.78076 0.1009
H -2.68508 -1.97727 -4.19056 0.1167
H -1.31868 -3.09837 -0.03756 0.1419
H -0.25748 -3.40207 2.39354 0.1263
H 0.89292 -2.31427 4.31074 0.1237
H 1.33712 0.14353 4.20354 0.1171
H 0.59102 1.39893 2.19334 0.1251
O -1.61358 1.73663 0.13994 -0.0292
H -1.95548 2.05003 0.98144 0.1203
H -2.16278 2.07273 -0.58586 0.0292
C 2.99722 0.27473 -0.44346 -0.3825
Te 1.28772 0.92203 -1.60456 1.3835
C 1.40932 2.95993 -0.92536 -0.3686
H 3.82912 0.94883 -0.61216 0.0099
H 3.27542 -0.71477 -0.78946 0.0033
H 2.76572 0.23163 0.61604 -0.0102
H 1.64042 2.99233 0.13314 0.0098
H 0.46872 3.46173 -1.11856 0.0050
H 2.19412 3.45893 -1.48286 0.0113
```


[6]
Density functional theory data (wB97M-V/def2-TZVPD) for a molecular structure, C9H15Br4INO4S2.

Summary:
HOMO-LUMO gap   8.013 eV
Total charge   -1
LUMO level   0.076 Eh
E_HOMO   -5.9 eV

XYZ file:
```
36
Properties=species:S:1:pos:R:3:lowdin_charge:R:1
C 3.04009 -0.03945 -0.07152 0.0519
C 2.71041 -1.03771 -0.64442 -0.1576
C 2.08287 -2.22595 -1.20326 -0.2020
C 2.19935 -3.46790 -0.27643 -0.2167
C 0.87445 -4.17899 -0.00680 -0.2417
S -0.07675 -3.42104 1.32634 0.4728
O -0.11705 -4.43544 2.35344 -0.3507
O 0.60404 -2.22930 1.76426 -0.3902
N -1.60988 -3.19609 0.86411 -0.3562
S -1.90054 -2.23179 -0.36609 0.1403
O -1.26549 -2.63758 -1.59873 -0.4075
O -3.32389 -2.09536 -0.47625 -0.4463
I -1.07793 0.05146 0.14752 0.5916
H 3.58232 0.80607 0.30950 -0.1620
H 1.02675 -2.02886 -1.37163 0.0714
H 2.58091 -2.45860 -2.14321 0.1091
H 2.90712 -4.16590 -0.72073 0.1029
H 2.62692 -3.16587 0.67534 0.1022
H 1.13271 -5.17398 0.34293 0.0891
H 0.28542 -4.30169 -0.90975 0.0825
Br 4.43362 2.48213 1.36310 0.7493
C 3.26392 3.81843 2.15393 -0.6565
C 3.61429 5.20972 1.70175 -0.6994
Br 5.20598 5.88521 2.59684 0.5886
H 3.33059 3.69465 3.22921 0.0524
H 2.26279 3.55253 1.82065 0.0685
H 2.82052 5.90470 1.96529 0.0560
H 3.80678 5.26633 0.63602 0.0492
Br -3.74538 0.95502 -0.97123 0.5267
C -5.49332 1.23023 -1.80936 -0.6793
C -5.88983 2.68302 -1.84281 -0.7077
Br -6.48910 3.31649 -0.09886 0.5744
H -6.20398 0.61495 -1.26611 0.0495
H -5.38756 0.84987 -2.82387 0.0548
H -6.73882 2.84081 -2.50560 0.0473
H -5.07235 3.32988 -2.14356 0.0433
```


[7]
Density functional theory data (wB97M-V/def2-TZVPD) for a molecular structure, C9H15BrCuI2N3O4P.

Summary:
HOMO-LUMO gap (spin up / spin down)   6.445 / 4.077 eV
Total charge   +2
LUMO level (spin up / spin down)   -0.278 / -0.365 Eh
Spin multiplicity   2
E_HOMO (spin up / spin down)   -14.0 / -14.0 eV

XYZ file:
```
36
Properties=species:S:1:pos:R:3:lowdin_spin:R:1
Cu 0.12878 0.96241 1.62144 0.6887
I -1.02576 2.88261 2.75748 0.0682
C 0.72847 2.73203 4.13103 0.0009
I 2.19595 1.19873 3.83466 0.0140
H 0.30182 2.56529 5.11379 0.0000
H 1.24452 3.67916 4.06798 0.0011
Br -3.41193 2.47281 -2.18834 0.0000
C -3.55294 0.95625 -1.08536 -0.0001
C -4.79904 0.25907 -1.05701 0.0002
N -4.86527 -0.93608 -0.52497 0.0011
C -3.78247 -1.52476 0.02074 0.0010
C -2.59481 -0.84765 0.14331 0.0017
C -2.45792 0.41953 -0.45787 -0.0016
C -1.48736 -1.55590 0.92480 0.0061
O -1.45838 -2.79721 0.85776 0.0340
O -0.62450 -0.82598 1.52286 0.1309
H -5.70213 0.70469 -1.44710 0.0000
H -3.89201 -2.52485 0.42132 0.0002
H -1.53219 0.95950 -0.43435 -0.0010
N 2.11855 1.18332 -3.03766 0.0001
C 3.09814 0.52975 -2.04870 0.0038
P 1.86755 -0.25876 -0.90166 0.0050
O 0.93618 -0.94293 -1.89570 -0.0006
O 1.45501 0.82315 0.07149 0.0474
C 2.63540 -1.60789 0.07829 -0.0005
N 1.45069 -2.38536 0.67617 -0.0002
H 1.82663 2.09814 -2.67337 0.0000
H 1.30599 0.53935 -3.17275 0.0000
H 2.57783 1.38153 -3.92989 0.0000
H 3.75367 1.28110 -1.59123 0.0000
H 3.71785 -0.18711 -2.59542 0.0004
H 3.24658 -1.29919 0.90033 0.0000
H 3.21121 -2.31499 -0.53652 -0.0001
H 0.76678 -1.70442 1.16083 -0.0007
H 1.72803 -3.10190 1.34662 -0.0001
H 0.89108 -2.81344 -0.07301 -0.0001
```


[8]
Density functional theory data (wB97M-V/def2-TZVPD) for 2 unconnected molecules or ions with the total composition C9H15F2NO2S.

Summary:
HOMO-LUMO gap   10.542 eV
LUMO level   0.005 Eh
E_HOMO   -10.4 eV

XYZ file:
```
30
Properties=species:S:1:pos:R:3:lowdin_charge:R:1
C -2.50075 -1.15546 0.66697 -0.3201
C 4.65866 -1.26908 -0.56439 -0.1149
C -4.56609 0.78916 0.85149 0.0106
C 3.72709 -0.19573 -0.21208 -0.3218
C 2.34520 -0.47199 0.23365 -0.2467
C 1.49386 0.77418 0.21599 -0.2093
C 0.08110 0.28796 0.59910 -0.2021
C -2.50711 -0.38769 -0.53045 -0.2038
C -3.57117 1.32529 -0.05002 -0.4875
N -2.45043 -1.73098 1.69126 0.1925
O -0.32430 -1.42997 -1.46039 -0.3008
O -0.63337 0.91486 -1.85913 -0.2891
F -3.89256 1.85770 -1.19309 0.1578
F -2.78870 2.23779 0.48142 0.1351
S -0.80428 -0.17052 -0.97135 0.6157
H 5.55148 -0.71190 -1.14740 0.1327
H 4.15696 -1.88161 -1.28758 0.0680
H 4.91879 -1.81245 0.28720 0.0501
H -4.97422 1.67308 1.38779 0.1266
H -5.26802 0.26054 0.31969 0.0789
H -4.11345 0.11613 1.60741 0.0903
H 4.13393 0.42003 0.57914 0.1187
H 3.62459 0.31974 -1.15357 0.1095
H 1.81298 -1.18871 -0.45397 0.1256
H 2.25297 -0.92117 1.20113 0.1119
H 1.48735 1.06846 -0.89251 0.1321
H 1.70057 1.61477 0.77251 0.0912
H 0.21080 -0.49078 1.29944 0.0769
H -0.65818 1.01919 1.00190 0.1018
H -3.10371 -0.86088 -1.42019 0.1702
```


Strongest force on any atom readings, ordered: 2.48 1.19 4.67 3.02 1.54 1.86 4.63 4.40 eV Å⁻¹
Energy readings, ordered: -22441.8234 -20395.1120 -17432.4215 -369314.1465 -36110.8604 -329196.5748 -162394.2554 -31427.8942 eV